A) {"formula": "C57H50BrN13O2Ti", "method": "ωB97M-V with the def2-TZVPD basis set", "species": ["Ti", "N", "C", "N", "C", "N", "N", "C", "C", "C", "C", "C", "C", "N", "C", "C", "C", "C", "C", "C", "H", "H", "H", "H", "H", "H", "H", "H", "H", "H", "H", "C", "C", "C", "C", "C", "C", "C", "C", "C", "C", "N", "C", "C", "C", "C", "C", "N", "H", "H", "H", "H", "H", "H", "H", "H", "H", "H", "H", "H", "H", "H", "H", "H", "H", "Br", "C", "C", "C", "C", "C", "C", "N", "N", "C", "C", "C", "C", "O", "C", "N", "C", "C", "C", "C", "H", "H", "H", "H", "H", "H", "H", "H", "H", "C", "C", "C", "C", "C", "N", "C", "O", "N", "C", "C", "C", "C", "N", "C", "C", "C", "H", "H", "H", "H", "H", "H", "H", "H", "H", "H", "H", "H", "H"], "xyz": [[-0.384, -0.854, -1.068], [-0.018, 0.222, 3.337], [-0.318, -0.486, 2.236], [-0.672, 0.025, 1.106], [-0.729, 1.421, 0.993], [-1.063, 1.936, -0.131], [-1.226, 0.987, -1.112], [-1.903, 1.401, -2.207], [-2.209, 0.364, -3.063], [-2.866, 0.496, -4.321], [-3.166, -0.608, -5.045], [-2.807, -1.886, -4.529], [-2.132, -1.964, -3.353], [-1.793, -0.873, -2.600], [-0.308, 2.252, 2.118], [-0.170, 3.637, 2.018], [0.339, 4.361, 3.077], [0.720, 3.710, 4.251], [0.594, 2.339, 4.365], [0.085, 1.616, 3.291], [0.376, -0.268, 4.123], [-0.235, -1.562, 2.328], [-2.178, 2.438, -2.339], [-3.116, 1.490, -4.667], [-3.667, -0.527, -6.000], [-3.046, -2.792, -5.068], [-1.814, -2.916, -2.952], [-0.446, 4.116, 1.090], [0.460, 5.432, 2.990], [1.127, 4.278, 5.076], [0.899, 1.826, 5.269], [0.487, 4.418, -3.290], [0.280, 4.364, -1.778], [1.518, 4.809, -1.044], [1.769, 6.170, -0.933], [2.948, 6.640, -0.377], [3.900, 5.727, 0.037], [3.683, 4.354, -0.036], [4.846, 3.454, 0.322], [5.194, 3.437, 1.810], [2.449, 3.887, -0.531], [2.145, 2.502, -0.610], [2.329, 1.828, 0.458], [2.235, 0.394, 0.666], [2.933, -0.215, 1.713], [2.768, -1.598, 1.565], [1.948, -1.754, 0.451], [1.600, -0.559, -0.091], [0.710, 5.434, -3.621], [-0.397, 4.066, -3.825], [1.333, 3.792, -3.577], [0.010, 3.362, -1.465], [-0.562, 5.005, -1.498], [1.029, 6.868, -1.306], [3.136, 7.703, -0.302], [4.855, 6.081, 0.410], [5.721, 3.814, -0.227], [4.669, 2.441, -0.030], [5.437, 4.439, 2.166], [6.058, 2.796, 1.996], [4.364, 3.071, 2.418], [2.635, 2.348, 1.374], [3.548, 0.303, 2.434], [3.220, -2.385, 2.148], [1.603, -2.671, -0.004], [6.856, 0.052, 0.066], [6.255, -0.594, -1.611], [6.575, 0.103, -2.764], [6.190, -0.413, -3.991], [5.462, -1.594, -4.061], [5.153, -2.286, -2.892], [5.546, -1.784, -1.663], [5.211, -2.107, -5.381], [4.119, -2.582, -5.718], [3.005, -2.541, -4.820], [2.428, -3.733, -4.469], [1.439, -3.805, -3.473], [1.005, -2.654, -2.847], [0.162, -2.624, -1.835], [1.466, -1.403, -3.351], [0.909, -0.305, -2.768], [1.300, 0.885, -3.149], [2.287, 1.061, -4.142], [2.880, -0.026, -4.712], [2.483, -1.324, -4.310], [7.140, 1.022, -2.705], [6.464, 0.089, -4.910], [4.615, -3.222, -2.937], [5.302, -2.310, -0.750], [2.803, -4.642, -4.923], [1.051, -4.762, -3.153], [0.864, 1.732, -2.642], [2.573, 2.063, -4.429], [3.640, 0.095, -5.473], [-8.295, -3.683, 8.020], [-7.628, -3.449, 6.692], [-6.246, -3.357, 6.583], [-5.637, -3.159, 5.356], [-6.399, -3.051, 4.197], [-5.701, -2.886, 2.981], [-6.222, -2.520, 1.770], [-7.381, -2.237, 1.561], [-5.289, -2.452, 0.740], [-3.942, -2.838, 0.752], [-3.525, -4.074, 1.242], [-2.179, -4.396, 1.190], [-1.292, -3.503, 0.617], [-1.694, -2.329, 0.121], [-2.980, -1.995, 0.204], [-7.784, -3.139, 4.285], [-8.374, -3.333, 5.524], [-7.620, -3.461, 8.845], [-8.612, -4.723, 8.120], [-9.183, -3.059, 8.130], [-5.631, -3.435, 7.472], [-4.556, -3.086, 5.298], [-4.697, -2.889, 3.065], [-5.638, -1.960, -0.068], [-4.251, -4.773, 1.637], [-1.823, -5.346, 1.563], [-0.240, -3.731, 0.505], [-3.253, -1.026, -0.202], [-8.388, -3.044, 3.398], [-9.455, -3.395, 5.578]], "lowdin_charge": [1.061, 0.141, -0.142, 0.066, -0.286, 0.100, -0.150, -0.122, -0.286, -0.038, -0.088, -0.077, -0.137, -0.038, -0.093, -0.003, -0.060, -0.071, -0.017, -0.183, 0.157, 0.132, 0.116, 0.111, 0.100, 0.096, 0.105, 0.111, 0.109, 0.106, 0.113, -0.079, -0.225, -0.184, -0.055, -0.086, -0.055, -0.165, -0.217, -0.093, -0.163, 0.143, -0.113, -0.297, -0.075, -0.104, -0.208, -0.017, 0.075, 0.070, 0.054, 0.041, 0.115, 0.113, 0.098, 0.111, 0.115, 0.076, 0.068, 0.059, 0.059, 0.118, 0.101, 0.086, 0.083, 0.750, -0.676, -0.117, -0.033, -0.274, -0.012, -0.106, 0.075, 0.081, -0.256, -0.034, 0.008, -0.331, -0.229, -0.125, 0.054, -0.084, -0.009, 0.012, -0.097, 0.102, 0.116, 0.116, 0.102, 0.116, 0.114, 0.074, 0.102, 0.116, -0.055, -0.286, -0.051, -0.032, -0.220, 0.137, -0.515, 0.079, 0.135, -0.217, 0.001, -0.027, -0.114, -0.005, -0.043, -0.005, -0.037, 0.073, 0.082, 0.078, 0.110, 0.108, 0.121, 0.157, 0.127, 0.113, 0.106, 0.127, 0.101, 0.116], "gap_ev": [5.636, 5.639], "e_homo_ev": [-5.9, -6.0], "mol_weight_g_mol": 1076.9}

B) {"formula": "C57H50BrN13O2Ti", "method": "ωB97M-V with the def2-TZVPD basis set", "species": ["Ti", "N", "C", "N", "C", "N", "N", "C", "C", "C", "C", "C", "C", "N", "C", "C", "C", "C", "C", "C", "H", "H", "H", "H", "H", "H", "H", "H", "H", "H", "H", "C", "C", "C", "C", "C", "C", "C", "C", "C", "C", "N", "C", "C", "C", "C", "C", "N", "H", "H", "H", "H", "H", "H", "H", "H", "H", "H", "H", "H", "H", "H", "H", "H", "H", "Br", "C", "C", "C", "C", "C", "C", "N", "N", "C", "C", "C", "C", "O", "C", "N", "C", "C", "C", "C", "H", "H", "H", "H", "H", "H", "H", "H", "H", "C", "C", "C", "C", "C", "N", "C", "O", "N", "C", "C", "C", "C", "N", "C", "C", "C", "H", "H", "H", "H", "H", "H", "H", "H", "H", "H", "H", "H", "H"], "xyz": [[0.184, 0.538, 0.121], [3.183, -0.294, 3.760], [2.019, -0.088, 3.104], [1.931, 0.352, 1.904], [3.099, 0.717, 1.230], [3.027, 1.446, 0.168], [1.771, 1.684, -0.299], [1.644, 2.756, -1.106], [0.355, 3.100, -1.498], [0.058, 4.200, -2.345], [-1.242, 4.529, -2.591], [-2.267, 3.741, -2.023], [-1.917, 2.657, -1.259], [-0.649, 2.319, -0.974], [4.390, 0.359, 1.800], [5.595, 0.500, 1.117], [6.789, 0.177, 1.735], [6.798, -0.268, 3.051], [5.610, -0.417, 3.745], [4.409, -0.126, 3.113], [3.176, -0.650, 4.700], [1.110, -0.305, 3.650], [2.505, 3.366, -1.349], [0.877, 4.761, -2.777], [-1.481, 5.381, -3.215], [-3.310, 3.974, -2.186], [-2.690, 2.020, -0.847], [5.567, 0.869, 0.101], [7.719, 0.279, 1.192], [7.733, -0.506, 3.540], [5.610, -0.754, 4.775], [-2.226, -3.341, -0.326], [-3.273, -2.798, 0.649], [-2.928, -2.672, 2.125], [-3.985, -2.748, 3.026], [-3.792, -2.667, 4.394], [-2.498, -2.636, 4.884], [-1.410, -2.605, 4.021], [-0.027, -2.778, 4.610], [0.148, -4.197, 5.168], [-1.627, -2.489, 2.634], [-0.596, -2.074, 1.786], [0.295, -2.854, 1.332], [1.297, -2.434, 0.413], [2.372, -3.230, 0.019], [3.172, -2.444, -0.806], [2.540, -1.213, -0.887], [1.390, -1.171, -0.167], [-1.484, -2.585, -0.577], [-2.728, -3.635, -1.250], [-1.712, -4.216, 0.074], [-4.152, -3.445, 0.599], [-3.580, -1.820, 0.272], [-4.992, -2.874, 2.640], [-4.637, -2.668, 5.070], [-2.321, -2.642, 5.954], [0.123, -2.059, 5.424], [0.735, -2.610, 3.852], [-0.572, -4.393, 5.962], [1.152, -4.333, 5.574], [-0.014, -4.934, 4.381], [0.321, -3.920, 1.593], [2.537, -4.256, 0.314], [4.098, -2.716, -1.286], [2.931, -0.361, -1.412], [-0.691, 8.172, -0.450], [-1.811, 7.264, 0.791], [-2.551, 6.172, 0.366], [-3.287, 5.459, 1.292], [-3.303, 5.833, 2.641], [-2.605, 6.980, 3.026], [-1.846, 7.686, 2.110], [-4.083, 5.175, 3.605], [-4.255, 3.939, 3.632], [-3.473, 2.996, 2.971], [-4.174, 1.916, 2.448], [-3.600, 0.972, 1.607], [-2.243, 1.020, 1.317], [-1.586, 0.244, 0.481], [-1.476, 2.036, 1.955], [-0.152, 1.994, 1.653], [0.635, 2.910, 2.187], [0.174, 3.857, 3.100], [-1.160, 3.902, 3.423], [-2.052, 3.017, 2.792], [-2.526, 5.861, -0.670], [-3.850, 4.592, 0.973], [-2.628, 7.275, 4.067], [-1.274, 8.548, 2.423], [-5.238, 1.883, 2.644], [-4.230, 0.212, 1.170], [1.680, 2.893, 1.908], [0.869, 4.556, 3.545], [-1.505, 4.606, 4.162], [-3.267, -3.787, -11.378], [-3.105, -3.090, -10.054], [-2.157, -3.503, -9.127], [-2.020, -2.856, -7.910], [-2.836, -1.776, -7.592], [-2.639, -1.141, -6.350], [-3.566, -0.447, -5.621], [-4.711, -0.239, -5.959], [-3.106, -0.013, -4.373], [-1.785, 0.189, -3.948], [-0.799, 0.683, -4.807], [0.488, 0.812, -4.321], [0.756, 0.470, -3.008], [-0.189, 0.064, -2.155], [-1.429, -0.081, -2.633], [-3.784, -1.343, -8.513], [-3.907, -2.000, -9.725], [-2.650, -4.684, -11.429], [-2.977, -3.128, -12.199], [-4.307, -4.074, -11.540], [-1.516, -4.346, -9.353], [-1.277, -3.197, -7.197], [-1.803, -1.414, -5.861], [-3.852, 0.195, -3.730], [-1.040, 0.959, -5.824], [1.281, 1.191, -4.950], [1.763, 0.534, -2.637], [-2.176, -0.431, -1.929], [-4.425, -0.510, -8.269], [-4.645, -1.656, -10.441]], "lowdin_charge": [1.066, 0.131, -0.122, 0.086, -0.306, 0.090, -0.180, -0.129, -0.290, -0.030, -0.100, -0.102, -0.138, 0.013, -0.079, -0.006, -0.075, -0.076, -0.020, -0.174, 0.152, 0.135, 0.113, 0.113, 0.105, 0.102, 0.107, 0.116, 0.105, 0.106, 0.113, -0.090, -0.185, -0.158, -0.059, -0.086, -0.058, -0.176, -0.220, -0.090, -0.174, 0.100, -0.143, -0.304, -0.055, -0.088, -0.202, -0.047, 0.049, 0.075, 0.077, 0.107, 0.090, 0.111, 0.099, 0.113, 0.109, 0.075, 0.069, 0.069, 0.077, 0.142, 0.100, 0.089, 0.084, 0.725, -0.674, -0.106, -0.011, -0.296, -0.033, -0.125, 0.075, 0.076, -0.241, -0.006, 0.009, -0.323, -0.195, -0.132, 0.030, -0.091, -0.015, 0.008, -0.083, 0.075, 0.120, 0.116, 0.101, 0.118, 0.111, 0.111, 0.112, 0.114, -0.056, -0.288, -0.050, -0.026, -0.225, 0.134, -0.514, 0.076, 0.135, -0.223, -0.001, -0.026, -0.132, 0.025, -0.065, -0.008, -0.039, 0.072, 0.080, 0.079, 0.109, 0.111, 0.130, 0.149, 0.122, 0.114, 0.084, 0.119, 0.106, 0.115], "gap_ev": 4.882, "e_homo_ev": -5.6, "mol_weight_g_mol": 1076.9}

Energies in eV, measured from the most stable structure: A) 0.000; B) 1.180.

A) {"formula": "C9H13NO2", "method": "ωB97M-V with the def2-TZVPD basis set", "species": ["C", "C", "C", "C", "C", "O", "C", "C", "H", "H", "H", "H", "H", "H", "H", "H", "C", "C", "N", "O", "H", "H", "H", "H", "H"], "xyz": [[0.396, -0.416, 2.736], [-0.215, -0.841, 1.418], [-0.969, 0.060, 0.674], [-1.496, -0.182, -0.616], [-1.208, -1.448, -1.085], [-1.909, -1.995, -2.153], [-0.390, -2.383, -0.450], [0.005, -2.092, 0.845], [-0.047, 0.530, 3.055], [1.456, -0.244, 2.546], [0.155, -1.143, 3.489], [-1.202, 0.983, 1.180], [-2.150, 0.599, -0.962], [-2.296, -1.316, -2.685], [-0.312, -3.393, -0.806], [0.596, -2.796, 1.432], [1.422, 1.846, 0.104], [0.613, 2.057, -1.125], [1.035, 1.558, -2.318], [-0.498, 2.563, -1.068], [2.458, 2.185, 0.109], [1.180, 0.804, 0.299], [1.085, 2.433, 0.949], [0.338, 1.409, -3.016], [1.953, 1.223, -2.550]], "nbo_charge": [-0.627, -0.077, -0.169, -0.317, 0.305, -0.686, -0.278, -0.178, 0.214, 0.216, 0.222, 0.213, 0.250, 0.474, 0.230, 0.205, -0.738, 0.681, -0.829, -0.633, 0.231, 0.259, 0.238, 0.399, 0.394], "gap_ev": 9.121, "e_homo_ev": -8.4, "smiles": "Cc1ccc(O)cc1.CC(N)=O", "mol_weight_g_mol": 167.2}

B) {"formula": "C9H13NO2", "method": "ωB97M-V with the def2-TZVPD basis set", "species": ["C", "C", "C", "C", "C", "C", "C", "C", "C", "N", "O", "O", "H", "H", "H", "H", "H", "H", "H", "H", "H", "H", "H", "H", "H"], "xyz": [[-0.826, 0.816, -1.846], [-2.180, -0.316, -0.040], [0.174, 0.847, -0.859], [-1.155, -0.306, 0.799], [0.010, -0.313, -3.194], [-2.148, 0.395, -1.389], [0.122, 0.233, 0.390], [1.379, 0.733, 2.463], [1.527, -1.419, 1.332], [1.323, 0.027, 1.261], [0.183, -1.450, -2.756], [0.052, 0.376, -4.183], [-0.615, 1.601, -2.560], [-3.202, -0.608, 0.204], [1.106, 1.344, -1.102], [-1.306, -0.574, 1.799], [-2.887, 1.219, -1.324], [-2.534, -0.217, -2.223], [1.537, 1.782, 2.350], [0.484, 0.535, 3.026], [2.315, 0.342, 3.033], [1.207, -1.873, 0.442], [2.549, -1.731, 1.498], [0.835, -1.843, 2.154], [2.050, 0.402, 0.724]], "nbo_charge": [-0.436, -0.128, -0.082, -0.291, 0.904, -0.454, -0.094, -0.399, -0.419, -0.342, -0.682, -0.652, 0.261, 0.204, 0.190, 0.198, 0.201, 0.223, 0.235, 0.227, 0.207, 0.262, 0.220, 0.223, 0.426], "gap_ev": 6.376, "e_homo_ev": -6.4, "mol_weight_g_mol": 167.2}

Energies in eV, measured from the most stable structure: A) 0.000; B) 3.811.